Record 1
The following is a DFT calculation (the ωB97M-V functional and the def2-TZVPD basis) of a 9-piece molecular cluster, C29H41N5O4 overall in a non-equilibrium geometry.

- DFT total energy: -46374.977 eV
- Lowest unoccupied orbital energy: 0.224 eV
- Gap between HOMO and LUMO: 9.69 eV
- ΔE to the lowest compared entry with this formula, charge and spin: 0.0 kJ/mol
- SMILES: c1ccncc1.c1ccncc1.c1ccncc1.c1ccncc1.c1ccncc1.CO.CO.CO.CO
- HOMO level: -9.465 eV

XYZ file:
```
79
Properties=species:S:1:pos:R:3:forces:R:3
C -8.79071 18.88233 9.15643 -0.606 -0.423 -1.189
O -9.60549 19.82141 8.44217 0.315 0.082 0.591
H -9.09560 18.74240 10.18665 0.185 0.379 0.383
H -8.99820 17.94035 8.66304 0.237 -0.394 -0.066
H -7.74592 19.13250 8.99236 0.195 -0.144 0.470
H -9.24401 20.66562 8.71243 -0.296 0.501 -0.159
C -7.50781 14.66231 13.89623 0.006 1.561 -0.694
O -8.86446 14.55690 13.52228 -0.537 -0.359 0.181
H -6.98865 13.70811 13.97121 -0.046 -0.054 0.339
H -7.07725 15.24338 13.06307 0.205 -0.458 0.178
H -7.37273 15.34605 14.75258 0.035 -0.713 0.115
H -9.42311 14.27951 14.26053 0.350 0.026 -0.118
C -5.96428 21.13432 7.33524 -0.530 -0.024 -0.717
O -4.86988 20.34643 6.93648 0.317 0.218 -0.196
H -6.88413 20.53032 7.30843 0.018 0.115 0.469
H -5.80678 21.62923 8.30075 -0.140 -0.131 -0.019
H -6.14667 21.90108 6.56584 0.356 -0.069 0.293
H -4.91151 19.50191 7.39999 -0.064 -0.226 0.222
C -9.89846 18.50889 5.39451 0.382 -0.122 0.030
O -9.90825 19.03241 4.09232 0.143 0.374 -0.611
H -8.89780 18.21864 5.72240 0.230 0.107 0.049
H -10.31774 19.18947 6.12434 -0.223 -0.009 0.198
H -10.45900 17.61232 5.28344 -0.651 -0.832 0.498
H -9.67613 19.95377 4.14785 0.151 0.487 -0.159
N -6.15274 12.07074 9.91209 0.391 -0.160 -0.434
C -5.04494 12.12453 9.17419 -0.284 0.188 -0.800
C -3.83513 12.63554 9.60465 0.133 -0.956 -0.623
C -3.74053 13.01776 10.90731 0.993 1.244 0.127
C -4.86645 12.98918 11.68968 0.207 -0.020 1.029
C -6.02161 12.49544 11.16247 -0.877 -0.102 -0.337
H -5.11589 11.82880 8.13192 -0.246 -0.217 0.060
H -2.96414 12.62315 8.95316 -0.262 0.165 0.039
H -2.80117 13.47897 11.18867 -0.060 -0.195 0.597
H -4.90720 13.29037 12.72426 0.365 0.212 0.106
H -6.91488 12.49077 11.75888 -0.365 -0.116 0.214
N -8.25302 14.05390 2.51421 -0.261 -0.331 -0.730
C -7.03072 14.49974 2.73862 0.677 -0.913 -0.006
C -6.71109 15.79689 3.08537 1.488 -1.682 -0.348
C -7.70688 16.70463 3.12023 -0.004 1.859 0.882
C -8.97139 16.31216 2.81948 -0.831 -0.594 -1.213
C -9.18452 14.98468 2.47144 -1.061 0.765 0.905
H -6.24259 13.75484 2.60754 -0.076 0.156 0.287
H -5.65520 15.95659 3.24733 -0.029 0.613 0.183
H -7.51206 17.71712 3.42597 0.015 0.397 -0.086
H -9.78713 16.99407 2.66993 -0.112 0.356 0.429
H -10.22767 14.75007 2.27888 0.175 -0.678 -0.228
N -11.95768 12.97239 4.48975 0.144 -0.106 0.375
C -10.69802 12.65489 4.78547 -0.333 -0.547 -0.521
C -9.88312 13.44312 5.55620 0.459 -0.377 0.723
C -10.43701 14.57890 6.11798 1.364 0.339 0.516
C -11.72878 14.92716 5.84670 -0.634 0.387 0.102
C -12.46260 14.08242 5.04040 -0.115 -0.899 -0.883
H -10.34138 11.68923 4.42122 -0.046 0.327 -0.148
H -8.88764 13.05939 5.79731 -0.237 0.464 -0.074
H -9.86024 15.20639 6.80179 -0.012 -0.174 -0.255
H -12.12152 15.83183 6.29303 -0.300 -0.113 -0.101
H -13.50242 14.17142 4.76896 -0.227 0.752 0.262
N -4.30991 21.98451 12.58750 -0.909 0.877 -0.535
C -4.45988 20.79624 12.07579 0.176 -2.083 -0.393
C -3.87540 19.62149 12.61133 -0.477 1.420 -0.661
C -3.11184 19.76672 13.75508 -0.302 -1.244 -0.753
C -2.97170 21.02549 14.27430 0.852 -0.307 1.629
C -3.60249 22.08113 13.68485 0.485 1.096 0.741
H -5.08472 20.68316 11.18865 0.148 0.245 0.053
H -4.03083 18.72424 12.03543 0.093 -0.404 0.358
H -2.67290 18.89041 14.21958 0.150 0.172 0.035
H -2.37998 21.13794 15.19055 -0.301 0.229 -0.396
H -3.53360 23.06855 14.13414 0.076 -0.015 -0.102
N -5.56210 17.63815 8.07126 -0.924 -0.096 -2.115
C -5.63342 16.91917 9.16306 0.496 0.301 1.150
C -6.21063 15.67601 9.29504 0.027 -0.002 0.081
C -6.75653 15.08936 8.17380 -0.103 -0.544 -0.293
C -6.73479 15.79966 6.98959 0.498 1.484 -0.331
C -6.16058 17.07950 6.98541 0.274 -0.455 0.618
H -5.16523 17.37153 10.02634 0.057 0.022 0.239
H -6.16792 15.23249 10.27635 -0.170 -0.400 -0.036
H -7.14305 14.08143 8.17571 -0.161 -0.094 0.262
H -7.10216 15.47120 6.02565 -0.211 -0.429 0.207
H -6.15455 17.62375 6.04926 0.156 0.288 0.105
```
Forces are in eV/Å.



Record 2
The following is a DFT calculation (the ωB97M-V functional and the def2-TZVPD basis) of C29H42BBaF4N2O4PSi as an isolated structure in a non-equilibrium geometry.

- DFT total energy: -71338.684 eV
- Lowest unoccupied orbital energy: 0.205 eV
- Gap between HOMO and LUMO: 6.60 eV
- HOMO level: -6.395 eV

XYZ file:
```
85
Properties=species:S:1:pos:R:3:forces:R:3
Ba -1.46526 0.41184 1.02983 3.141 -2.046 -0.259
C 1.24839 3.18812 -0.04844 0.567 -0.377 -0.063
C 2.29333 2.33076 0.67562 -0.105 0.383 -0.182
O 1.72734 1.06743 0.94685 -0.612 0.140 -0.029
C 2.42142 0.27763 1.88319 0.048 -0.190 0.554
C 2.18606 0.69131 3.34365 0.218 -0.017 -0.418
O 0.81903 0.53168 3.64421 -0.239 -0.025 -0.460
C 0.34262 1.27226 4.74322 -0.143 0.409 0.071
C 0.11088 2.75314 4.42340 0.303 -0.344 0.181
O -0.82715 2.82430 3.37945 -0.062 -0.460 -0.189
C -0.94936 4.07942 2.75478 0.171 0.338 -0.492
C 0.16728 4.35734 1.73682 -0.189 0.043 0.429
O 0.07844 3.40545 0.69971 -0.489 -0.298 0.284
H 0.91443 2.63912 -0.93104 0.134 0.098 -0.110
H 1.70853 4.13984 -0.34927 -0.036 -0.097 -0.043
H 2.62034 2.82238 1.60150 -0.023 -0.050 -0.026
H 3.17487 2.21828 0.02486 -0.115 0.015 0.046
H 3.50104 0.28217 1.67108 -0.128 -0.051 0.025
H 2.02268 -0.73054 1.75358 0.139 -0.048 -0.006
H 2.50496 1.72829 3.50139 0.010 -0.022 0.027
H 2.78955 0.04474 3.99828 0.001 0.095 -0.094
H 1.02243 1.18079 5.60206 -0.128 0.005 -0.034
H -0.62188 0.82396 4.98842 0.070 0.005 0.158
H 1.05695 3.23660 4.13991 -0.093 -0.020 0.033
H -0.27265 3.26040 5.32342 0.078 -0.065 -0.114
H -0.97345 4.88793 3.49950 -0.036 -0.068 -0.101
H -1.90316 4.03925 2.22546 0.037 0.161 0.055
H 1.14718 4.30651 2.22861 -0.047 0.022 -0.045
H 0.04653 5.37430 1.32957 0.008 -0.146 0.096
N -0.42676 -0.25359 -3.50198 -0.447 -0.193 -0.202
P 0.39980 -0.84236 -2.10563 0.514 -0.445 -0.286
C 2.04479 -0.06574 -2.33151 -0.189 0.089 0.315
C 2.23654 1.10670 -3.04621 -0.170 -0.102 -0.021
C 3.49327 1.68175 -3.11505 0.181 0.148 -0.038
C 4.56458 1.09261 -2.46389 0.082 0.072 -0.042
C 4.37838 -0.08196 -1.74991 0.056 -0.001 0.084
C 3.12138 -0.65144 -1.67512 0.004 0.070 -0.017
C 0.83344 -2.45388 -2.88894 -0.183 0.176 0.259
C 0.41637 -3.63942 -2.30120 -0.101 0.126 0.136
C 0.72174 -4.85413 -2.89100 0.056 -0.167 -0.067
C 1.43255 -4.88452 -4.07882 -0.051 -0.135 0.040
C 1.82600 -3.70312 -4.68781 0.067 0.083 -0.098
C 1.53447 -2.49099 -4.09237 0.008 -0.019 0.015
C -1.30530 0.79158 -3.32003 -0.119 0.135 -0.236
C -2.37309 1.01486 -4.19279 -0.099 0.087 0.048
C -3.20896 2.08301 -3.94225 0.271 -0.131 0.113
C -2.94232 2.90513 -2.85342 -0.007 0.124 0.141
C -1.84610 2.61523 -2.06217 -0.476 0.277 -0.154
N -1.04262 1.57900 -2.28114 0.206 -0.233 0.245
H -0.74245 -0.96565 -4.15263 0.194 0.196 0.087
H 1.39966 1.55549 -3.55894 -0.079 0.093 -0.066
H 3.63907 2.58964 -3.68499 0.008 0.043 -0.012
H 5.54570 1.54267 -2.51663 0.066 0.022 -0.027
H 5.21538 -0.55244 -1.25553 0.081 -0.047 0.056
H 2.97035 -1.56678 -1.12149 0.024 -0.153 0.113
H -0.15028 -3.60522 -1.37993 0.019 -0.056 0.067
H 0.40659 -5.77457 -2.42151 -0.021 -0.064 0.029
H 1.68092 -5.83089 -4.53477 0.001 -0.105 -0.051
H 2.36612 -3.72470 -5.62406 0.045 -0.028 -0.038
H 1.85280 -1.56667 -4.55453 0.067 0.059 -0.044
H -2.54092 0.34633 -5.02393 -0.019 -0.054 -0.068
H -4.06217 2.26560 -4.57742 -0.072 0.037 -0.052
H -3.59051 3.72902 -2.60448 -0.018 0.076 0.054
H -1.59421 3.22258 -1.20419 -0.066 0.144 0.105
C -2.18433 -3.12161 3.87608 -0.207 -0.187 -0.568
Si -1.93168 -3.54529 2.03209 1.125 0.127 -0.216
C -1.23733 -5.34475 1.97034 -0.461 0.580 0.157
C -3.57402 -3.61037 1.06451 0.437 0.091 0.453
C -0.74109 -2.26444 1.36259 -1.294 -0.503 0.452
H -2.74610 -3.88240 4.40759 -0.174 -0.166 0.122
H -2.71207 -2.17832 3.98739 -0.137 0.207 0.047
H -1.22216 -3.02112 4.36789 0.269 0.018 0.026
H -1.85552 -6.04331 2.52946 -0.142 -0.166 0.096
H -0.23271 -5.38896 2.37809 0.216 0.065 0.105
H -1.19167 -5.69661 0.94429 0.019 -0.056 -0.274
H -4.27975 -4.30077 1.51703 -0.131 -0.146 0.126
H -3.40509 -3.94778 0.04657 0.122 -0.054 -0.234
H -4.05038 -2.63658 1.01434 -0.139 0.239 -0.011
H -0.38415 -2.52514 0.37341 0.104 -0.069 -0.457
H 0.13408 -2.21482 2.00832 0.283 -0.008 0.334
F -4.67309 2.93825 -0.06187 -0.048 0.558 -0.399
B -4.35756 1.94520 0.81715 -1.312 0.112 -0.181
F -2.93637 2.03627 1.08495 -1.173 2.405 0.359
F -5.00979 2.05303 2.01171 -0.109 0.043 0.495
F -4.55481 0.69171 0.24474 0.433 -0.604 -0.116
```
Forces are in eV/Å.